(1)
Molecular formula: C3H4N2O
Method: DFT, ωB97M-V/def2-TZVPD

Results
E in Ha: -301.3638
Kohn-Sham gap in eV: 8.8
Spin multiplicity: 1
HOMO level in Ha: -0.3040
Energy relative to the best compared isomer or geometry (same formula, charge and spin) in kJ/mol: 324.04

```
10
Properties=species:S:1:pos:R:3:forces:R:3
O 2.1724 -0.1669 -0.1192 -0.49 -0.57 0.11
C 0.8490 -0.2521 0.0267 -0.52 0.26 -0.08
N 0.1733 -1.3613 0.2670 -0.04 0.35 -0.16
C -1.1825 -1.0426 0.4257 0.86 -0.06 0.71
C -1.2360 0.3938 0.1252 -0.76 -0.85 -0.76
N 0.0809 0.8572 -0.0864 0.61 -0.29 -0.09
H 2.4864 -1.0880 -0.0216 0.00 0.41 -0.04
H -1.7670 -0.1998 -0.7694 0.62 0.90 0.01
H -1.9790 1.0761 0.4896 -0.19 0.17 0.22
H 0.4024 1.7836 -0.3375 -0.09 -0.33 0.10
```
Positions in Å, forces in eV/Å.

Results of the natural (NBO) charge analysis, in e, for atoms 1 through 8: number 1, O, carries -0.644; number 2, C, carries 0.703; number 3, N, carries -0.617; number 4, C, carries 0.023; number 5, C, carries -0.347; number 6, N, carries -0.589; number 7, H, carries 0.513; number 8, H, carries 0.286

(2)
Molecular formula: C8H14BrN3
Method: DFT, ωB97M-V/def2-TZVPD

Results
E in Ha: -3050.8055
Kohn-Sham gap (spin up / spin down) in eV: 7.3 / 7.0
Spin multiplicity: 1
HOMO level (spin up / spin down) in Ha: -0.5744 / -0.5663
Net charge: +2
Energy relative to the best compared isomer or geometry (same formula, charge and spin) in kJ/mol: 0.00

```
26
Properties=species:S:1:pos:R:3:forces:R:3
C -1.9321 -2.0522 -0.2164 -0.61 -0.49 -0.05
C 1.3622 1.2403 0.6775 0.35 -0.04 -0.23
C 1.3950 -1.1659 1.4430 0.72 -0.37 0.51
C 0.0924 -0.4170 -0.8429 0.14 0.24 -0.29
C -1.2632 -0.4598 -1.9022 3.08 -0.83 4.35
C 0.5137 1.0421 -0.5914 0.61 -0.39 0.04
C 2.2429 0.0379 1.0144 0.26 -0.03 -0.54
C 0.2007 -1.2802 0.6262 -2.88 1.54 -4.85
N -2.0402 -1.4026 -1.3940 -0.63 -0.47 0.19
N -0.8869 -2.0024 0.6978 0.27 -0.04 0.29
N -0.6947 1.9318 -0.5081 -0.11 0.26 -0.07
Br 3.4235 -0.4258 -0.5437 -0.51 0.24 0.78
H -2.7287 -2.7246 0.0477 -0.03 0.00 -0.05
H 1.9983 2.1172 0.5522 -0.09 0.05 0.08
H 0.7147 1.4145 1.5421 -0.07 0.04 0.10
H 1.9940 -2.0871 1.3752 -0.12 0.09 0.02
H 1.1158 -1.0698 2.5013 0.00 0.05 -0.04
H 0.8977 -0.8720 -1.4277 0.01 0.21 0.12
H -1.1829 -0.1697 -2.9285 -0.16 -0.16 -0.42
H 1.0867 1.3786 -1.4612 -0.19 0.06 0.09
H 2.9375 0.2998 1.8125 -0.08 -0.08 -0.15
H -2.8630 -1.6884 -1.9327 0.12 -0.01 0.15
H -1.0134 -2.6503 1.4797 -0.01 0.09 -0.08
H -1.2020 1.8012 0.3773 0.04 0.06 -0.26
H -1.3297 1.6947 -1.2906 0.02 0.19 0.32
H -0.4269 2.9236 -0.5714 -0.13 -0.19 0.00
```
Positions in Å, forces in eV/Å.

Results of the natural (NBO) charge analysis, in e, for atoms 1 through 8: number 1, C, carries 0.065; number 2, C, carries -0.464; number 3, C, carries -0.558; number 4, C, carries -0.335; number 5, C, carries -0.084; number 6, C, carries -0.071; number 7, C, carries -0.198; number 8, C, carries 0.419

(3)
Molecular formula: C6H7N11O2SSn
Method: DFT, ωB97M-V/def2-TZVPD

Results
E in Ha: -1598.2420
Kohn-Sham gap in eV: 7.4
Spin multiplicity: 1
HOMO level in Ha: -0.0826
Net charge: -2

```
28
Properties=species:S:1:pos:R:3:forces:R:3
Sn -0.9213 -0.3430 1.0644 -0.06 -0.45 0.72
N 2.6481 -1.9059 -0.1939 -0.14 -0.02 -0.14
C 2.8610 -0.7876 0.5853 0.03 0.07 0.14
N 4.0767 -0.3245 0.8530 0.02 -0.07 -0.02
N 3.8432 0.7642 1.6136 0.01 0.03 0.03
N 2.5749 0.9324 1.7832 -0.04 -0.04 -0.12
N 1.9028 -0.0531 1.1322 -0.24 0.21 -0.13
C 1.4532 -2.5727 -0.3961 0.05 0.02 0.08
N 1.4412 -3.7492 -1.0003 -0.01 -0.01 0.00
N 0.1332 -4.0862 -1.0507 0.02 -0.03 -0.01
N -0.5874 -3.1739 -0.5132 -0.06 0.01 0.01
N 0.2171 -2.1718 -0.0682 0.16 0.28 -0.31
H 3.4673 -2.4217 -0.4594 0.00 -0.02 0.01
N -0.2313 0.9358 -0.7764 0.33 0.10 -0.19
C -0.1103 2.3911 -0.4971 -0.09 0.03 0.21
C -1.4839 3.0536 -0.4102 -0.10 0.06 -0.08
C -2.2568 2.6894 0.8744 0.42 0.16 -0.41
O -2.6369 3.5881 1.6237 -0.09 -0.03 -0.11
O -2.3965 1.4373 1.0221 -0.27 -0.28 0.44
H 0.6905 0.5077 -0.8410 0.11 0.14 -0.02
H -0.6956 0.8011 -1.6698 -0.17 -0.16 0.14
H 0.4854 2.8741 -1.2774 0.02 -0.05 -0.02
H 0.4302 2.5211 0.4425 0.08 -0.18 0.01
H -2.0523 2.7118 -1.2834 -0.19 0.13 0.08
H -1.4102 4.1405 -0.4441 0.22 -0.01 -0.13
S -3.4670 -1.1819 0.3830 -0.04 0.13 -0.22
C -3.8036 -2.7622 -0.0884 0.02 -0.03 -0.01
N -4.1717 -3.8145 -0.4081 0.03 0.01 0.03
```
Positions in Å, forces in eV/Å.

Results of the natural (NBO) charge analysis, in e, for atoms 1 through 8: number 1, Sn, carries 1.276; number 2, N, carries -0.609; number 3, C, carries 0.412; number 4, N, carries -0.431; number 5, N, carries -0.150; number 6, N, carries -0.159; number 7, N, carries -0.485; number 8, C, carries 0.439

(4)
Molecular formula: C4H14NO2
Method: DFT, ωB97M-V/def2-TZVPD

Results
E in Ha: -365.7976
Kohn-Sham gap in eV: 11.0
Spin multiplicity: 1
HOMO level in Ha: -0.5197
Net charge: +1
Energy relative to the best compared isomer or geometry (same formula, charge and spin) in kJ/mol: 87.05

```
21
Properties=species:S:1:pos:R:3:forces:R:3
C 1.4300 -0.5549 -0.3346 -0.06 0.22 0.45
C 0.9335 0.2501 -1.5188 -0.43 0.21 0.08
C -0.5690 0.6000 -1.4813 0.81 -0.31 0.03
C -1.0269 1.2180 -0.1609 -0.02 0.83 -0.44
O -0.0519 2.0810 0.4127 0.17 -0.10 -0.01
N 0.5209 -1.7504 -0.0041 0.86 1.10 0.24
H 1.4569 0.0872 0.5394 -0.15 -0.04 0.18
H 2.4329 -0.9433 -0.4683 0.04 -0.10 -0.21
H 1.4739 1.1907 -1.4802 0.28 0.01 -0.07
H 1.1583 -0.2269 -2.4680 0.13 -0.14 -0.10
H -1.1343 -0.2975 -1.7104 -0.51 -0.22 0.03
H -0.7570 1.2557 -2.3301 -0.07 0.16 0.08
H -1.9372 1.7835 -0.3577 -0.23 -0.14 0.16
H -1.2458 0.4847 0.6053 -0.03 -0.28 0.06
H -0.0614 2.9443 -0.0166 -0.09 -0.11 0.03
H -0.1947 -1.7535 -0.7209 0.01 -0.92 -0.36
H 0.0168 -1.6106 0.8804 -0.11 0.12 0.47
H 1.1238 -2.5673 0.1029 -0.69 -0.28 -0.48
H -0.9073 -0.5346 2.9835 0.09 -0.04 0.05
H -1.9178 -1.5812 2.5123 0.22 -0.04 0.03
O -0.9819 -1.3384 2.4547 -0.21 0.06 -0.21
```
Positions in Å, forces in eV/Å.

Results of the natural (NBO) charge analysis, in e, for atoms 1 through 8: number 1, C, carries -0.227; number 2, C, carries -0.431; number 3, C, carries -0.436; number 4, C, carries -0.082; number 5, O, carries -0.733; number 6, N, carries -0.708; number 7, H, carries 0.242; number 8, H, carries 0.230

(5)
Molecular formula: C32H28N10O5Re
Method: DFT, ωB97M-V/def2-TZVPD

Results
E in Ha: -2236.6812
Kohn-Sham gap (spin up / spin down) in eV: 4.8 / 5.5
Spin multiplicity: 2
HOMO level (spin up / spin down) in Ha: -0.6672 / -0.6933
Net charge: +4
Energy relative to the best compared isomer or geometry (same formula, charge and spin) in kJ/mol: 4.93

```
76
Properties=species:S:1:pos:R:3:forces:R:3
Re -1.1320 -1.1496 -0.3072 0.27 0.05 0.25
C 4.5997 -0.8120 -0.5348 0.04 0.01 -0.02
N 3.1886 -1.0813 -0.1872 -0.06 0.06 -0.01
C 2.0708 -0.6840 -0.7781 0.09 -0.01 -0.04
N 1.0251 -1.2109 -0.1253 -0.12 0.09 -0.09
C 1.6135 -1.9352 0.8928 0.02 0.01 0.04
N 2.9093 -1.8573 0.8751 -0.04 -0.06 0.02
C 5.2894 0.0494 0.5005 -0.01 -0.02 0.01
C 6.5081 -0.3463 1.0701 0.00 0.00 0.00
C 7.1723 0.4616 1.9888 -0.01 0.01 -0.01
C 6.6270 1.6717 2.3734 0.00 -0.01 -0.01
C 5.3988 2.0675 1.8138 -0.02 0.00 0.00
C 4.7451 1.2537 0.8685 0.01 0.00 0.00
C 4.7747 3.2787 2.1965 0.03 0.00 0.01
N 5.1647 4.2207 3.0736 0.00 -0.04 -0.03
N 4.2278 5.1389 3.1089 -0.04 0.00 -0.03
C 3.2604 4.7625 2.2538 0.00 0.03 0.01
O 3.5808 3.5963 1.6604 0.02 0.02 0.03
C 2.0244 5.3750 1.9395 0.00 -0.01 0.01
C 1.6262 6.5760 2.5545 -0.01 0.00 -0.01
C 0.3945 7.1114 2.2292 0.01 -0.01 -0.01
C -0.4321 6.4646 1.3144 0.00 0.00 0.01
C -0.0353 5.2727 0.6911 -0.01 -0.01 0.01
C -0.9153 4.6016 -0.3404 0.01 0.04 -0.02
N -1.1476 3.1750 -0.0351 0.06 -0.06 -0.02
C -0.7329 2.0854 -0.6666 0.00 0.10 -0.02
N -1.2232 1.0078 -0.0387 0.08 -0.12 -0.13
C -1.9478 1.5465 1.0050 0.00 0.00 0.04
N -1.9021 2.8443 1.0273 -0.06 -0.04 0.02
C 1.1896 4.7384 1.0011 0.00 0.01 -0.01
H 4.5978 -0.3393 -1.5173 0.00 0.01 0.00
H 5.0860 -1.7813 -0.6232 0.00 0.00 -0.01
H 2.0416 -0.0744 -1.6675 0.00 0.01 0.00
H 1.0662 -2.4974 1.6338 0.01 0.00 0.01
H 6.9493 -1.2956 0.7898 0.00 0.00 0.00
H 8.1151 0.1360 2.4059 0.00 0.00 0.00
H 7.1236 2.3097 3.0931 0.00 0.00 0.00
H 3.8128 1.5944 0.4358 0.00 0.00 0.00
H 2.2797 7.0601 3.2688 0.00 0.00 0.00
H 0.0668 8.0333 2.6891 0.00 0.00 0.00
H -1.3973 6.8982 1.0803 0.00 0.00 0.00
H -0.4706 4.6440 -1.3350 0.00 0.00 0.00
H -1.8960 5.0707 -0.3843 0.00 0.00 -0.01
H -0.1353 2.0993 -1.5645 0.01 0.00 0.01
H -2.4881 0.9639 1.7354 0.00 0.01 0.01
H 1.5311 3.8272 0.5262 0.00 0.00 0.00
O -7.3481 -3.2257 -2.0590 0.01 -0.01 0.00
C -7.1228 -1.8504 -2.0207 -0.03 0.01 0.01
C -5.6810 -1.6157 -1.7287 0.04 0.03 0.01
C -5.1530 -0.3184 -1.6489 -0.04 -0.05 -0.04
C -3.8315 -0.1464 -1.3565 0.01 -0.05 0.17
N -2.9886 -1.1993 -1.1332 -0.11 -0.03 -0.18
C -3.4868 -2.4734 -1.2856 0.08 0.04 -0.12
C -4.8100 -2.6998 -1.5513 -0.01 0.01 -0.01
C -2.4591 -3.5329 -1.2392 0.00 0.05 -0.12
C -2.7192 -4.8573 -1.4714 0.01 0.01 0.00
C -1.6582 -5.7687 -1.5591 0.02 0.01 -0.01
C -1.9278 -7.2142 -1.8101 0.00 -0.02 0.01
O -3.3084 -7.3921 -1.9096 0.00 0.01 0.00
C -0.3543 -5.2771 -1.4325 -0.01 -0.01 -0.02
C -0.1542 -3.9473 -1.1803 -0.01 -0.01 0.12
N -1.1834 -3.0676 -1.0455 -0.08 0.02 -0.15
H -8.2763 -3.4163 -2.2410 -0.01 0.00 0.00
H -7.7072 -1.3395 -1.2404 0.00 -0.01 -0.01
H -7.3600 -1.3477 -2.9700 0.00 0.00 0.00
H -5.7808 0.5488 -1.8086 0.00 0.00 -0.01
H -3.4012 0.8394 -1.2720 0.00 0.00 0.01
H -5.2077 -3.6994 -1.6524 0.00 0.00 0.01
H -3.7251 -5.2259 -1.6122 0.00 0.00 0.01
H -1.4801 -7.7860 -0.9839 0.00 0.00 -0.01
H -1.3907 -7.5050 -2.7242 0.01 0.00 0.00
H -3.5227 -8.3195 -2.0660 0.00 -0.01 0.00
H 0.5010 -5.9342 -1.5245 0.00 0.00 -0.01
H 0.8420 -3.5493 -1.0665 0.00 0.01 0.01
O -1.4665 -1.5084 1.3117 -0.40 -0.31 0.13
O -2.0439 -2.0425 2.2902 0.25 0.23 0.14
```
Positions in Å, forces in eV/Å.

Results of the Mulliken charge analysis, in e, for atoms 1 through 8: number 1, Re, carries 1.125; number 2, C, carries -1.028; number 3, N, carries 0.754; number 4, C, carries 0.060; number 5, N, carries -0.345; number 6, C, carries -0.462; number 7, N, carries -0.779; number 8, C, carries 0.790

(6)
Molecular formula: C24H19FLiN3O3S
Method: DFT, ωB97M-V/def2-TZVPD

Results
E in Ha: -1821.6787
Kohn-Sham gap in eV: 8.2
Spin multiplicity: 1
HOMO level in Ha: -0.3039

```
52
Properties=species:S:1:pos:R:3:forces:R:3
Li 0.3577 0.6181 1.8606 0.36 -0.26 0.11
C -6.2079 0.3603 -0.8757 0.00 0.01 0.03
C -5.3585 -0.8187 -1.3291 0.04 0.02 0.05
C -6.1120 -2.1227 -1.1298 0.03 -0.05 0.06
C -5.2752 -3.3060 -1.5824 0.03 0.04 0.02
C -3.9586 -3.3099 -0.8540 -0.09 0.00 -0.04
C -3.2795 -4.4831 -0.6235 -0.04 -0.06 -0.02
C -2.0666 -4.4667 0.0558 -0.01 -0.01 0.00
F -1.4377 -5.6415 0.2603 0.01 -0.01 0.00
C -1.5150 -3.3097 0.5156 0.05 0.03 0.05
C -2.1870 -2.1010 0.2913 0.00 0.06 0.04
C -1.5701 -0.8573 0.7844 -0.02 0.04 0.05
O -0.5136 -0.9297 1.4494 -0.19 -0.16 -0.12
C -2.2575 0.3484 0.4299 0.05 -0.03 0.09
C -3.4481 0.2559 -0.2272 -0.04 -0.09 -0.01
N -4.0627 -0.8822 -0.6020 0.01 0.01 -0.03
C -3.4104 -2.0965 -0.3888 -0.04 0.06 -0.03
C -1.7772 1.7813 0.7184 0.22 -0.01 -0.21
O -2.4796 2.6895 0.2765 0.03 -0.04 0.17
O -0.6722 1.8862 1.3387 -0.50 0.38 -0.21
H -7.1937 0.2703 -1.3334 0.02 0.00 0.01
H -5.7992 1.3252 -1.1695 -0.02 -0.03 0.01
H -6.3281 0.3486 0.2100 -0.01 0.01 -0.04
H -5.1336 -0.7099 -2.3945 0.04 0.00 -0.05
H -7.0459 -2.0716 -1.6895 -0.01 0.01 0.00
H -6.3640 -2.2252 -0.0694 -0.02 0.00 -0.02
H -5.1011 -3.2373 -2.6611 0.00 -0.01 0.00
H -5.7986 -4.2457 -1.4043 0.01 -0.01 0.00
H -3.6841 -5.4297 -0.9638 0.02 0.04 0.01
H -0.5767 -3.2970 1.0521 -0.01 0.00 -0.02
H -3.9330 1.1930 -0.4593 0.01 -0.02 0.01
S 6.5187 0.7760 -0.4886 0.00 0.01 0.00
C 4.8620 0.6791 0.1770 0.04 0.01 -0.01
C 3.7647 0.9894 -0.6124 0.04 -0.01 -0.01
C 2.5001 0.9049 -0.0536 -0.09 -0.01 0.10
N 2.2879 0.5289 1.2087 0.23 0.08 0.19
C 3.3498 0.2226 1.9599 -0.05 -0.02 -0.17
C 4.6507 0.2770 1.4886 -0.02 0.01 0.00
C 6.9023 2.4510 0.0100 -0.03 -0.07 -0.02
C 7.5252 2.7001 1.2232 0.00 0.02 0.02
C 7.7984 4.0177 1.5637 -0.02 0.08 -0.08
N 7.5003 5.0570 0.7858 -0.02 -0.09 -0.02
C 6.9120 4.8004 -0.3816 0.05 -0.01 0.09
C 6.5971 3.5206 -0.8178 -0.01 0.02 0.02
H 3.8929 1.2965 -1.6415 -0.01 -0.01 0.03
H 1.6176 1.1575 -0.6310 0.01 0.00 0.03
H 3.1499 -0.0873 2.9798 0.00 0.02 -0.03
H 5.4827 0.0145 2.1283 -0.03 0.01 -0.01
H 7.7923 1.8884 1.8870 -0.01 0.02 -0.01
H 8.2807 4.2486 2.5075 -0.01 -0.01 -0.02
H 6.6810 5.6602 -1.0009 0.00 -0.02 0.01
H 6.1234 3.3613 -1.7775 0.01 0.01 0.02
```
Positions in Å, forces in eV/Å.

Results of the natural (NBO) charge analysis, in e, for atoms 1 through 8: number 1, Li, carries 0.910; number 2, C, carries -0.618; number 3, C, carries -0.024; number 4, C, carries -0.400; number 5, C, carries -0.422; number 6, C, carries -0.033; number 7, C, carries -0.241; number 8, C, carries 0.381